A 3-piece molecular cluster, C16H38O4Si overall in a non-equilibrium geometry. Source: OMol25; level of theory: ωB97M-V/def2-TZVPD.

The geometry in ORCA input format:
```
! wB97M-V def2-TZVPD RIJCOSX def2/J DEFGRID3
* xyz 0 1
C 2.89 -1.07 2.00
C 3.20 -1.32 0.52
C 2.00 -1.90 -0.25
C 1.29 -0.83 -1.10
C -0.20 -1.12 -1.32
C -1.05 -0.66 -0.12
C -1.68 0.75 -0.29
Si -1.12 2.01 0.98
C 0.68 2.54 0.78
C 1.02 2.97 -0.64
O 2.13 3.91 -0.68
C 3.32 3.32 -0.44
O 3.97 3.48 0.56
H 3.80 -0.81 2.54
H 2.46 -1.97 2.45
H 2.19 -0.25 2.11
H 3.48 -0.36 0.07
H 4.08 -1.96 0.42
H 1.27 -2.31 0.46
H 2.33 -2.70 -0.91
H 1.36 0.11 -0.54
H 1.83 -0.71 -2.04
H -0.55 -0.63 -2.23
H -0.33 -2.20 -1.48
H -0.41 -0.69 0.77
H -1.84 -1.39 0.06
H -1.53 1.12 -1.30
H -2.76 0.66 -0.16
H -1.30 1.46 2.34
H -1.93 3.24 0.78
H 1.38 1.77 1.10
H 0.85 3.40 1.43
H 1.29 2.12 -1.27
H 0.20 3.49 -1.13
H 3.67 2.68 -1.27
C -4.35 5.34 2.37
C -5.06 4.83 1.13
C -6.50 5.31 1.05
O -5.00 3.40 1.07
H -4.85 4.98 3.27
H -3.32 4.99 2.40
H -4.35 6.43 2.41
H -4.52 5.16 0.24
H -7.06 4.94 1.92
H -6.98 4.93 0.15
H -6.55 6.40 1.05
H -5.46 3.06 1.84
C 1.03 -6.49 -1.86
C 2.38 -5.78 -1.75
C 3.52 -6.66 -2.23
O 2.60 -5.34 -0.42
H 1.03 -7.38 -1.23
H 0.23 -5.84 -1.52
H 0.83 -6.79 -2.89
H 2.35 -4.87 -2.35
H 3.59 -7.56 -1.61
H 4.47 -6.13 -2.14
H 3.38 -6.97 -3.26
H 2.63 -6.11 0.15
*
```

Values from the calculation:
HOMO-LUMO gap in Eh: 0.4083
HOMO level in eV: -10.28
SMILES: CCCCCCC[SiH2]CCOC=O.CC(C)O.CC(C)O
Largest force on an atom in eV Å⁻¹: 1.07

Atom charges from the Mulliken analysis, given in e for atoms 1 to 8:
1 C -1.117
2 C -0.517
3 C 0.008
4 C 0.091
5 C -1.042
6 C -0.517
7 C -0.751
8 Si 0.099

***

A 5-piece molecular cluster, C16H39B2O13P2S4 overall in a non-equilibrium geometry. Source: OMol25; level of theory: ωB97M-V/def2-TZVPD.

The geometry in ORCA input format:
```
! wB97M-V def2-TZVPD RIJCOSX def2/J DEFGRID3
* xyz -1 1
O 2.37 -0.59 5.11
P 1.63 0.51 4.23
O 2.74 1.09 2.98
O 1.26 1.88 5.24
P -0.08 -0.38 3.22
B -1.62 -0.55 4.39
B -2.81 0.43 3.71
O -3.58 1.43 4.51
O -3.14 0.34 2.25
H 2.28 0.96 2.10
H 0.36 2.25 5.01
H 0.28 -1.76 2.88
H -2.00 -1.68 4.46
H -1.37 -0.22 5.51
H -3.18 2.34 4.29
H -2.75 -0.50 1.85
C 6.51 -1.83 5.79
C 7.81 -1.70 5.01
C 7.78 -2.74 3.89
S 6.06 -3.00 3.49
O 5.71 -4.36 3.85
O 5.78 -2.44 2.19
C 5.41 -1.91 4.74
H 6.36 -0.99 6.47
H 6.53 -2.75 6.38
H 7.88 -0.69 4.58
H 8.69 -1.84 5.65
H 8.31 -2.38 2.99
H 8.21 -3.69 4.21
H 4.47 -2.31 5.13
H 5.24 -0.93 4.28
C 1.99 4.87 1.77
C 2.27 5.10 0.29
C 1.61 3.95 -0.48
S 0.22 3.42 0.50
O 0.47 2.07 0.96
O -1.01 3.80 -0.16
C 0.51 4.54 1.86
H 2.24 5.75 2.37
H 2.58 4.02 2.14
H 1.84 6.05 -0.02
H 3.35 5.14 0.09
H 1.26 4.29 -1.46
H 2.29 3.11 -0.60
H 0.23 4.06 2.80
H -0.11 5.43 1.70
C -2.51 1.72 -2.11
C -2.23 1.95 -3.60
C -2.89 0.80 -4.37
S -4.28 0.27 -3.38
O -4.03 -1.08 -2.93
O -5.51 0.65 -4.05
C -3.99 1.39 -2.02
H -2.26 2.60 -1.51
H -1.92 0.87 -1.75
H -2.66 2.90 -3.91
H -1.15 1.99 -3.80
H -3.24 1.14 -5.35
H -2.21 -0.04 -4.49
H -4.27 0.91 -1.08
H -4.61 2.28 -2.19
C -3.85 -4.44 -7.40
C -5.08 -3.53 -7.32
C -5.40 -3.32 -5.84
S -3.85 -3.48 -4.96
O -3.92 -4.66 -4.12
O -3.45 -2.19 -4.46
C -2.86 -3.88 -6.39
H -3.43 -4.47 -8.40
H -4.13 -5.46 -7.12
H -4.84 -2.57 -7.79
H -5.93 -3.96 -7.85
H -5.81 -2.33 -5.66
H -6.08 -4.08 -5.47
H -2.08 -4.59 -6.11
H -2.41 -2.95 -6.75
*
```

Values from the calculation:
HOMO-LUMO gap in Eh: 0.2288
HOMO level in eV: -4.27
Largest force on an atom in eV Å⁻¹: 5.14
Relative energy (zero: lowest compared OMol25 entry of this formula, charge and spin) in eV: 1.292

Atom charges from the Mulliken analysis, given in e for atoms 1 to 8:
1 O -0.651
2 P 0.948
3 O -0.528
4 O -0.552
5 P -0.339
6 B 0.046
7 B 0.321
8 O -0.551

***

- The highest largest force on an atom belongs to which entry?
  C16H39B2O13P2S4